Entry 1:
C2H6NO3P2 | ωB97M-V/def2-TZVPD

The geometry in XYZ format:
```
14
Properties=species:S:1:pos:R:3:forces:R:3:lowdin_charge:R:1
C 0.331106 -0.730802 -1.464760 -0.16 1.47 2.37 -0.326
C -1.175438 -0.684589 -1.294951 2.82 -0.95 0.54 -0.103
N 0.779639 -1.781848 -1.955292 -0.05 -0.98 -1.52 0.056
O 1.427958 2.864000 2.156204 1.38 -0.66 0.37 -0.696
O 0.615865 -0.537523 2.205598 -2.86 -1.29 2.10 -0.389
O -0.806449 1.614711 1.834509 -1.29 -2.90 0.00 -0.899
P -0.950172 0.056631 2.131976 0.84 0.10 0.48 0.756
P -0.008796 3.039733 1.789681 -0.17 3.20 -0.57 0.399
H -1.467248 -1.472811 -1.968876 -0.76 -0.74 0.61 0.062
H -1.286374 -0.716575 -0.193831 -1.04 -0.05 -0.72 -0.011
H -1.428404 0.184061 -1.779748 -1.33 2.56 -0.41 0.035
H 1.745005 -1.717239 -2.141268 1.75 -0.17 0.25 0.013
H 1.220151 -0.202643 1.613592 2.15 1.57 -2.08 -0.039
H 1.003156 0.084894 -0.932834 -1.27 -1.14 -1.42 0.142
```
Positions in Å, forces in eV/Å.

Calculated values
DFT total energy = -28381.519 eV
Strongest force on any atom = 0.0735 Eh/bohr
HOMO-LUMO gap (alpha / beta) = 4.458 / 8.142 eV
Lowest unoccupied orbital energy (alpha / beta) = 3.676 / 3.535 eV
2S+1 = 3
ΔE to the lowest compared entry with this formula, charge and spin = 0.0 kJ/mol
Net charge = -1
⟨S²⟩ = 2.0064

---

Entry 2:
C2H6NOPS | ωB97M-V/def2-TZVPD

The geometry in XYZ format:
```
12
Properties=species:S:1:pos:R:3:forces:R:3:lowdin_charge:R:1
C -0.395706 -2.553254 1.534258 -2.33 -0.74 0.68 -0.017
C 0.000508 1.298762 -1.803466 -0.75 -1.74 0.43 -0.503
N -1.019677 -1.603835 0.982566 -0.37 1.46 -2.05 -0.123
O -0.655314 -0.609633 0.281980 -0.39 -1.56 1.72 -0.144
P 1.441064 0.993187 -0.689040 -0.41 -0.59 -0.54 0.463
S 0.881978 2.564353 0.483697 -0.11 0.56 1.51 0.301
H -1.070080 -3.389327 1.950283 1.64 1.46 -0.49 0.108
H 0.639142 -2.394075 1.610622 1.53 -0.67 0.27 0.059
H -0.315596 2.368165 -1.758465 -0.19 -1.18 -0.27 0.009
H 0.232522 0.921933 -2.781272 0.32 0.44 -0.90 -0.006
H -0.762870 0.460918 -1.489814 0.83 2.24 -0.15 0.044
H 1.024029 1.942807 1.678650 0.22 0.33 -0.19 -0.190
```
Positions in Å, forces in eV/Å.

Calculated values
DFT total energy = -25828.352 eV
Strongest force on any atom = 0.0495 Eh/bohr
HOMO-LUMO gap (alpha / beta) = 6.356 / 8.750 eV
Lowest unoccupied orbital energy (alpha / beta) = -1.023 / -0.468 eV
2S+1 = 1
ΔE to the lowest compared entry with this formula, charge and spin = 360.4 kJ/mol
Net charge = 0

---

Entry 3:
C2H6NOPS2 | ωB97M-V/def2-TZVPD

The geometry in XYZ format:
```
13
Properties=species:S:1:pos:R:3:forces:R:3:lowdin_charge:R:1
S -2.763813 1.366788 -0.066413 -0.14 -0.07 0.13 0.232
P -1.278597 0.181319 0.053823 0.62 0.11 -1.11 -0.119
S -1.695343 -1.892661 -0.075305 -0.02 -0.11 0.43 0.462
N -0.056867 0.431957 -1.071942 1.90 -2.22 5.14 -0.171
C 1.306097 0.069568 -0.369089 -1.51 0.55 -2.12 -0.171
C 1.047358 0.214827 1.122938 2.06 1.28 0.96 -0.259
O -0.338863 0.183299 1.381532 -0.65 -0.12 -0.42 -0.333
H -2.764001 -1.834726 -0.884861 0.09 0.30 0.03 -0.181
H -0.156529 0.900150 -1.895453 -0.08 1.51 -2.33 0.040
H 2.107652 0.735081 -0.772438 -0.67 -0.61 0.49 0.123
H 1.529775 -0.972461 -0.572058 0.12 -0.09 -0.41 0.091
H 1.549447 -0.618269 1.717070 -0.64 1.14 -0.77 0.140
H 1.513688 1.235125 1.432202 -1.09 -1.67 -0.04 0.145
```
Positions in Å, forces in eV/Å.

Calculated values
DFT total energy = -36669.412 eV
Strongest force on any atom = 0.1150 Eh/bohr
HOMO-LUMO gap = 9.532 eV
Lowest unoccupied orbital energy = 0.662 eV
2S+1 = 1
SMILES string = S=[P@@]1(S)NCCO1
ΔE to the lowest compared entry with this formula, charge and spin = 0.0 kJ/mol
Net charge = 0

---

Entry 4:
C2H6NOS | ωB97M-V/def2-TZVPD

The geometry in XYZ format:
```
11
Properties=species:S:1:pos:R:3:forces:R:3:lowdin_charge:R:1
C 0.447857 -2.849667 -0.481524 -0.46 -0.44 0.30 -0.739
S -0.400713 -1.243345 -0.498563 0.07 0.04 -0.11 0.114
H -0.309798 -3.606426 -0.245609 0.12 -0.15 -0.29 -0.028
H 1.198708 -2.992908 0.300844 0.19 0.38 -0.03 -0.018
H 0.902150 -3.088444 -1.447490 -0.02 -0.01 0.07 -0.021
C -0.617155 2.782507 0.693053 1.27 0.01 1.02 -0.443
N -0.014033 1.874695 -0.092305 -0.88 0.33 -0.11 0.092
O -0.047001 3.661998 1.327901 -0.29 0.41 -0.51 -0.055
H -1.694614 2.624074 0.826827 -0.14 -0.17 -0.21 0.117
H 0.968534 1.880605 -0.306045 0.06 0.16 0.43 0.091
H -0.433935 0.956911 -0.077089 0.07 -0.57 -0.55 -0.110
```
Positions in Å, forces in eV/Å.

Calculated values
DFT total energy = -16545.276 eV
Strongest force on any atom = 0.0317 Eh/bohr
HOMO-LUMO gap = 6.782 eV
Lowest unoccupied orbital energy = 4.085 eV
2S+1 = 1
ΔE to the lowest compared entry with this formula, charge and spin = 101.7 kJ/mol
Net charge = -1

---

Entry 5:
C2H6NS3 | ωB97M-V/def2-TZVPD

The geometry in XYZ format:
```
12
Properties=species:S:1:pos:R:3:forces:R:3:lowdin_charge:R:1
C 0.745829 -0.110343 0.024882 0.70 -0.17 -0.23 -1.063
C -0.594635 -0.678041 0.320456 -0.30 0.05 0.12 -0.323
N -0.193332 -2.039426 0.161255 -0.10 -0.41 0.11 0.049
S 1.807580 -0.085258 -1.297945 0.02 0.16 0.09 0.745
S 2.232711 0.049098 0.803802 -0.30 0.17 -0.15 0.791
S -0.668137 2.389830 -0.424234 -0.29 -0.11 0.07 0.646
H -1.349265 -0.347485 -0.392323 0.10 -0.05 0.05 0.108
H -0.915172 -0.425674 1.332518 0.01 -0.01 -0.11 0.138
H -0.420290 3.300773 0.511122 0.05 0.18 0.25 -0.162
H -0.506954 -2.535216 -0.655947 -0.04 0.04 -0.02 0.115
H -0.090334 -2.609933 0.983196 -0.06 0.05 0.06 0.115
H -0.048002 3.091675 -1.366780 0.20 0.10 -0.23 -0.161
```
Positions in Å, forces in eV/Å.

Calculated values
DFT total energy = -36157.790 eV
Strongest force on any atom = 0.0147 Eh/bohr
HOMO-LUMO gap = 8.180 eV
Lowest unoccupied orbital energy = -5.588 eV
2S+1 = 1
ΔE to the lowest compared entry with this formula, charge and spin = 179.4 kJ/mol
Net charge = +1

---

Entry 6:
C2H6O | ωB97M-V/def2-TZVPD

The geometry in XYZ format:
```
9
Properties=species:S:1:pos:R:3:forces:R:3:lowdin_charge:R:1
C -0.958284 -0.332306 0.106731 -0.50 -0.36 0.04 -0.047
C 0.647643 0.898428 0.026036 0.48 0.28 -0.03 -0.125
O 0.717940 -0.654460 0.258653 -0.06 -0.10 -0.17 -0.174
H -1.313675 0.053021 1.053808 0.11 -0.02 -0.16 0.067
H -1.402514 0.198515 -0.731041 0.17 -0.04 0.13 0.057
H -1.185502 -1.414470 0.023094 0.06 0.16 0.01 0.067
H 1.353326 1.305027 0.761775 -0.11 -0.02 -0.14 0.022
H 1.068043 1.058446 -0.976457 -0.09 0.00 0.15 0.026
H 1.073022 -1.112203 -0.522597 -0.07 0.10 0.16 0.109
```
Positions in Å, forces in eV/Å.

Calculated values
DFT total energy = -4212.836 eV
Strongest force on any atom = 0.0120 Eh/bohr
HOMO-LUMO gap = 7.743 eV
Lowest unoccupied orbital energy = 0.756 eV
2S+1 = 1
ΔE to the lowest compared entry with this formula, charge and spin = 543.3 kJ/mol
Net charge = 0

---

Entry 7:
C2H6O | ωB97M-V/def2-TZVPD

The geometry in XYZ format:
```
9
Properties=species:S:1:pos:R:3:forces:R:3:lowdin_charge:R:1
C -1.417012 0.519585 0.441525 0.68 -0.08 0.61 -0.065
C -0.858044 -0.622049 0.830851 -0.48 -0.30 -0.71 -0.101
H -2.273603 0.516018 -0.216433 -0.03 0.15 0.00 0.049
H -1.009433 1.463351 0.805124 -0.26 -0.09 -0.27 0.058
H -1.274805 -1.554146 0.444450 0.18 0.08 0.24 0.053
H 0.021828 -0.701382 1.455013 -0.07 0.18 0.15 0.052
O 1.856796 0.176129 -1.034432 0.07 -0.34 -0.06 -0.067
H 2.335653 -0.539122 -1.471645 0.00 0.20 0.04 0.035
H 1.086189 -0.264033 -0.655383 -0.09 0.19 0.00 -0.013
```
Positions in Å, forces in eV/Å.

Calculated values
DFT total energy = -4217.823 eV
Strongest force on any atom = 0.0178 Eh/bohr
HOMO-LUMO gap = 11.577 eV
Lowest unoccupied orbital energy = 1.058 eV
2S+1 = 1
SMILES string = C=C.O
ΔE to the lowest compared entry with this formula, charge and spin = 62.2 kJ/mol
Net charge = 0

---

Entry 8:
C2H6O | ωB97M-V/def2-TZVPD

The geometry in XYZ format:
```
9
Properties=species:S:1:pos:R:3:forces:R:3:lowdin_charge:R:1
C 0.000000 0.000000 0.000000 -0.59 0.10 0.59 -0.070
C -1.189069 -0.013526 0.632874 0.53 1.46 -0.10 -0.074
H 0.463539 0.924934 -0.361721 -0.17 -0.37 0.32 0.054
H 0.546601 -0.937533 -0.153182 0.01 0.80 -0.37 0.043
H -1.679036 0.945122 0.838183 0.10 -0.34 -0.14 0.056
H -1.707029 -0.927580 0.945022 0.03 1.43 0.11 0.043
O -1.135022 -2.353579 0.100772 1.16 -2.84 0.03 -0.147
H -0.471437 -1.959398 0.711128 -0.63 -0.98 -0.62 0.019
H -0.784496 -3.250639 -0.100860 -0.42 0.75 0.19 0.076
```
Positions in Å, forces in eV/Å.

Calculated values
DFT total energy = -4216.858 eV
Strongest force on any atom = 0.0597 Eh/bohr
HOMO-LUMO gap = 10.835 eV
Lowest unoccupied orbital energy = 0.975 eV
2S+1 = 1
SMILES string = C=C.O
ΔE to the lowest compared entry with this formula, charge and spin = 155.3 kJ/mol
Net charge = 0